7
Properties=species:S:1:pos:R:3:forces:R:3 method="wB97M-V/def2-TZVPD" e_lumo_ev=4.3 relative_energy_kj_mol=167.7 total_charge=-1 homo_energy_ev=-4.1 max_force_ha_per_bohr=0.0706
H 0.44452 -0.48298 -1.28260 -1.1 0.1 1.3
N 1.56339 2.95349 0.60562 3.0 1.6 -0.3
C 0.55255 2.43159 0.67175 -2.6 -0.9 0.7
O 0.93559 -1.59340 0.19526 -1.4 2.5 0.5
N -0.56410 0.34500 0.21150 2.4 -2.7 -0.6
H -0.39763 0.44359 1.23413 -0.4 -0.4 -0.4
N 0.22069 -0.57696 -0.24923 0.2 -0.1 -1.2

10
Properties=species:S:1:pos:R:3:forces:R:3 method="wB97M-V/def2-TZVPD" e_lumo_ev="3.9 / 3.9" relative_energy_kj_mol=147.1 total_charge=-1 homo_energy_ev="-3.8 / -3.8" max_force_ha_per_bohr=0.0700
O -1.04819 1.90415 -0.46394 1.0 2.4 -0.5
N -0.35946 -0.34150 -0.73865 0.2 -0.1 0.4
N 0.50368 -1.20725 1.11165 -2.0 1.6 -2.4
N 0.66975 0.28712 -1.09937 3.2 1.4 1.0
H 0.75069 1.34557 -0.70944 -0.5 -2.5 -1.1
O -2.32297 0.30083 0.37923 -1.6 -1.0 0.7
O 1.66557 -0.79061 1.08666 -0.2 -1.5 1.4
O -0.07625 -2.03302 1.79196 2.0 0.2 0.5
C -1.39255 0.78370 -0.19096 0.2 -1.5 0.0
H 1.60972 -0.24899 -1.16715 -2.3 0.9 0.0

11
Properties=species:S:1:pos:R:3:forces:R:3 method="wB97M-V/def2-TZVPD" e_lumo_ev=3.4 relative_energy_kj_mol=21.9 total_charge=-1 homo_energy_ev=-5.5 max_force_ha_per_bohr=0.0673
N 1.81628 -0.70092 1.50378 -2.2 2.3 1.4
H -1.10592 -0.74820 -0.29988 0.0 1.4 1.1
O 1.65427 -0.11677 0.42502 1.0 -0.7 -0.9
O 2.86151 -1.08940 1.91960 2.5 -1.4 0.0
O -1.75829 -0.42306 -1.92615 -1.6 -2.2 -0.4
H -0.36965 0.20166 1.17975 0.5 -0.5 -0.2
N -0.72049 0.16650 0.20095 -0.7 -1.4 -1.0
N -0.56222 1.06181 -0.58421 -0.9 1.5 0.5
O -1.23975 1.62002 -2.73924 -0.7 1.7 -1.5
C -1.39650 0.71536 -1.99428 2.7 -0.2 1.2
O 0.82077 -0.68701 2.31465 -0.7 -0.4 -0.2

7
Properties=species:S:1:pos:R:3:forces:R:3 method="wB97M-V/def2-TZVPD" e_lumo_ev="-1.3 / -1.3" relative_energy_kj_mol=238.2 smiles="C1=[PH]=NN=N1" homo_energy_ev="-9.9 / -9.9" max_force_ha_per_bohr=0.1267
H 1.45401 -1.81494 0.32170 0.2 0.2 0.2
N -0.82392 1.15104 0.17387 2.0 1.1 -1.1
N -0.96868 -1.16386 0.12880 -2.7 2.3 0.8
N -1.61151 0.20439 0.23624 -1.4 -6.3 0.6
C 0.42649 0.82906 -0.09311 2.4 1.9 -0.5
H 0.96765 1.73863 -0.48091 0.2 -1.6 0.6
P 0.55595 -0.94433 -0.28658 -0.7 2.4 -0.6

7
Properties=species:S:1:pos:R:3:forces:R:3 method="wB97M-V/def2-TZVPD" e_lumo_ev=-1.1 relative_energy_kj_mol=49.2 homo_energy_ev=-9.8 max_force_ha_per_bohr=0.0794
P -1.50515 -0.41805 0.21358 -2.5 -0.2 0.9
N 0.01236 -0.60621 0.61589 3.6 -1.5 1.1
C 0.61087 0.53766 0.62536 1.5 -2.8 0.7
N -1.30282 1.22825 -0.07507 -0.8 1.7 -2.1
N -0.11871 1.59094 0.18384 -1.0 1.7 0.4
H 1.65859 0.53383 0.96673 -0.6 0.8 -0.4
H -1.47832 -1.13152 -0.97680 -0.3 0.2 -0.7

7
Properties=species:S:1:pos:R:3:forces:R:3 method="wB97M-V/def2-TZVPD" e_lumo_ev=0.7 relative_energy_kj_mol=157.8 smiles=c1nnn[nH]1 homo_energy_ev=-11.1 max_force_ha_per_bohr=0.0194
N 0.66434 1.21616 -0.01025 -0.5 -0.9 0.0
N 1.59016 0.21153 -0.00495 -0.7 -0.3 -0.2
H -0.97818 -1.48091 0.08905 0.6 0.5 -0.2
N 1.02598 -0.94868 -0.02051 -0.2 0.7 0.2
H -1.48202 1.11112 -0.00444 0.5 -0.4 0.0
C -0.51149 0.60758 -0.01984 0.4 0.6 0.1
N -0.30879 -0.71680 -0.02905 -0.1 -0.3 0.2

8
Properties=species:S:1:pos:R:3:forces:R:3 method="wB97M-V/def2-TZVPD" e_lumo_ev=0.7 relative_energy_kj_mol=284.8 smiles="[H]/N=c1/[nH]nno1" homo_energy_ev=-10.1 max_force_ha_per_bohr=0.1144
O 0.17818 -0.17480 -1.28336 0.8 1.3 -0.2
N -0.14835 -0.67353 0.68531 -3.0 1.9 2.0
N 0.57601 -1.64710 0.24401 0.2 -1.2 4.3
H -0.27337 -0.44737 1.61449 -0.1 -0.8 2.7
C -0.35000 0.42691 -0.10701 2.7 -1.5 -2.9
N 0.95651 -1.45707 -0.84085 -0.4 1.9 -5.6
H -0.24497 2.36457 -0.53622 -2.0 -2.8 2.3
N -0.69402 1.60839 0.22363 1.9 1.2 -2.6

8
Properties=species:S:1:pos:R:3:forces:R:3 method="wB97M-V/def2-TZVPD" e_lumo_ev=0.7 relative_energy_kj_mol=174.7 smiles="O=c1[nH]nn[nH]1" homo_energy_ev=-10.4 max_force_ha_per_bohr=0.0630
N 1.17576 0.13153 0.26177 0.2 -1.1 -0.5
O -0.19914 2.08989 -0.13408 0.5 -0.7 0.0
N -0.47048 -1.32807 0.13173 -0.2 -0.1 0.8
C -0.01325 0.90405 -0.01979 0.0 -0.2 -0.5
N 0.74125 -1.21209 0.40051 -1.2 -1.4 0.7
N -0.97352 -0.09762 -0.04265 -0.2 0.3 -0.2
H -1.96883 0.00303 -0.14984 0.1 0.2 -0.1
H 1.70821 -0.49072 -0.44766 0.8 3.1 -0.4

9
Properties=species:S:1:pos:R:3:forces:R:3 method="wB97M-V/def2-TZVPD" e_lumo_ev=-0.4 relative_energy_kj_mol=469.9 homo_energy_ev=-9.0 max_force_ha_per_bohr=0.1233
N -0.40213 -0.12911 -1.44354 -3.8 -0.2 -1.4
N -0.46185 0.32706 1.94370 4.6 2.2 -0.3
C -0.11285 -0.00955 -0.27096 3.5 0.9 3.7
N 0.80735 0.57929 1.88665 -3.6 -2.7 -1.7
H -2.06731 0.05445 0.59904 3.5 0.0 1.0
O 1.14326 0.05701 0.27268 -0.9 0.9 1.5
N -0.96223 0.07850 0.78445 -6.3 -0.6 -0.4
O 0.61280 -0.37610 -2.23212 5.5 -1.2 0.6
H 1.44296 -0.58154 -1.53989 -2.4 0.8 -3.0

9
Properties=species:S:1:pos:R:3:forces:R:3 method="wB97M-V/def2-TZVPD" e_lumo_ev=0.6 relative_energy_kj_mol=453.6 smiles="N#CO/[N+]([O-])=N/N" homo_energy_ev=-10.0 max_force_ha_per_bohr=0.0347
O -1.66118 0.87213 -0.66181 -0.5 0.2 -0.1
N -0.69603 -1.53610 0.24994 -0.8 0.3 -0.2
O 0.37775 1.75810 -0.14965 -1.4 1.0 -0.6
N 2.64896 1.21455 0.46326 1.0 -0.2 0.3
H -1.56915 -1.59291 -0.26523 0.2 0.0 0.0
N -0.56421 0.61575 -0.24286 0.8 -1.3 0.4
H -0.11304 -2.35464 0.28173 0.1 0.1 -0.1
N 0.01663 -0.40496 0.13828 0.4 -0.2 0.3
C 1.56027 1.42807 0.18634 0.3 -0.1 0.0

9
Properties=species:S:1:pos:R:3:forces:R:3 method="wB97M-V/def2-TZVPD" e_lumo_ev=-0.7 relative_energy_kj_mol=502.9 smiles="N#CO/[N+]([O-])=N/N" homo_energy_ev=-10.2 max_force_ha_per_bohr=0.0957
O 1.50659 -0.81100 0.22082 -3.0 -2.9 0.9
C 2.48683 -0.11794 -0.08836 -0.4 0.7 -0.8
O 0.23488 1.09399 0.52294 -0.4 2.0 0.5
H -1.96753 0.84513 0.06222 -0.4 1.4 0.0
H -2.77708 -0.58854 -0.41940 0.1 -0.1 -0.1
N 0.06731 -0.04753 0.23439 3.1 1.3 0.2
N -0.87797 -0.70578 -0.05500 1.8 -4.4 -1.0
N -2.02291 -0.14130 0.06896 -2.4 0.9 0.5
N 3.34988 0.47296 -0.54657 1.7 1.1 -0.3

8
Properties=species:S:1:pos:R:3:forces:R:3 method="wB97M-V/def2-TZVPD" e_lumo_ev=-0.9 relative_energy_kj_mol=239.6 smiles="S=c1nn[nH][nH]1" homo_energy_ev=-9.1 max_force_ha_per_bohr=0.1422
S -1.27597 -0.43473 1.47959 0.5 0.8 -0.8
C -0.35117 0.07720 0.22871 0.4 -2.8 -1.4
H 1.65047 -0.45843 -2.21192 -0.4 0.6 1.7
N 1.08216 1.09039 -1.03720 -0.5 0.4 -1.2
N 0.04021 1.28171 -0.31454 1.4 0.0 0.6
N 0.37303 -0.91933 -0.69159 0.0 -4.1 6.1
N 1.34300 -0.22455 -1.22250 1.8 3.1 -2.6
H 1.00324 -1.64672 0.02703 -3.2 2.0 -2.4